Record 1
{"formula": "C3H3FS2", "method": "the ωB97M-V functional and the def2-TZVPD basis", "elements": ["C", "C", "C", "H", "H", "H", "F", "S", "S"], "xyz": [[-0.0733, 0.6055, 0.2870], [1.0405, -0.3213, -0.1743], [-1.1495, -0.4062, 0.0690], [-0.1520, 0.8476, 1.3380], [1.8943, -0.3173, 0.4926], [1.4192, -0.1126, -1.2297], [-0.2003, 1.7470, -0.4120], [-0.0367, -1.7048, -0.1994], [-2.7422, -0.3379, -0.1712]], "forces_ev_per_a": [[-0.6, -0.2, 0.1], [2.2, 1.5, -1.2], [-1.6, -0.6, -1.3], [0.8, 0.1, 0.5], [0.2, -0.4, 0.1], [-0.6, 0.1, 1.4], [-0.1, 0.9, -0.5], [-0.6, -1.6, 0.5], [0.3, 0.2, 0.4]], "de_lowest_kj_mol": 16.56, "e_tot_ev": -27546.3290, "molar_mass_g_mol": 122.19, "e_homo_ev": -8.9092, "gap_ev": 8.5}

---

Record 2
{"formula": "C43H88ClFN6O14S2", "method": "the ωB97M-V functional and the def2-TZVPD basis", "elements": ["C", "C", "C", "C", "C", "C", "C", "C", "C", "C", "C", "C", "C", "O", "C", "O", "C", "O", "S", "O", "O", "C", "F", "C", "C", "C", "C", "S", "O", "O", "Cl", "C", "O", "C", "C", "C", "C", "H", "H", "H", "H", "H", "H", "H", "H", "H", "H", "H", "H", "H", "H", "H", "H", "H", "H", "H", "H", "H", "H", "H", "H", "H", "H", "H", "H", "H", "H", "H", "H", "H", "H", "H", "H", "H", "H", "H", "H", "H", "H", "H", "H", "H", "H", "C", "N", "C", "C", "O", "H", "H", "H", "H", "H", "H", "H", "C", "N", "C", "C", "O", "H", "H", "H", "H", "H", "H", "H", "C", "N", "C", "C", "O", "H", "H", "H", "H", "H", "H", "H", "C", "N", "C", "C", "O", "H", "H", "H", "H", "H", "H", "H", "C", "N", "C", "C", "O", "H", "H", "H", "H", "H", "H", "H", "C", "N", "C", "C", "O", "H", "H", "H", "H", "H", "H", "H"], "xyz": [[8.2746, 1.1094, -1.6146], [6.9485, 1.2251, -2.5544], [6.6571, 2.7837, -2.7582], [5.3612, 3.1100, -3.6518], [4.0309, 2.3307, -3.2109], [2.7799, 3.2977, -2.8684], [1.7917, 2.4016, -1.9256], [0.9751, 1.4262, -2.8970], [0.1343, 0.2676, -2.1388], [-1.4087, 0.7940, -2.1438], [-2.2029, 0.4694, -0.7931], [-3.7001, 1.0756, -0.9943], [-4.5395, 1.0399, 0.3836], [-3.7731, 1.6123, 1.5015], [-3.4110, 0.6032, 2.4226], [-2.4403, 0.7159, 3.2054], [0.6527, -0.0529, -0.6597], [0.2533, -1.3825, -0.1638], [1.3499, -2.4573, -0.8874], [2.6224, -2.4934, -0.0958], [0.6680, -3.8136, -0.8131], [1.6255, -1.9194, -2.6785], [2.7846, -1.0625, -2.7137], [1.8369, -3.2139, -3.5808], [3.3549, -3.7013, -3.7383], [3.5783, -5.2572, -3.3056], [3.9080, -5.4098, -1.7379], [5.5541, -4.6478, -1.2638], [5.3987, -3.1669, -0.9612], [6.0796, -5.2750, 0.0165], [6.9461, -4.7633, -2.8249], [0.2882, -1.0723, -3.0596], [-0.8727, -1.8955, -2.8662], [-1.3613, -2.4853, -4.0931], [-2.9120, -2.2214, -4.3824], [-3.8278, -2.6026, -3.1116], [-3.5082, -4.0603, -2.5154], [8.0320, 0.6341, -0.5959], [9.1251, 0.5411, -2.1090], [8.6606, 2.1751, -1.4241], [7.1699, 0.6448, -3.5183], [6.1304, 0.6570, -1.9995], [7.5691, 3.2117, -3.3203], [6.5155, 3.2878, -1.7393], [5.1785, 4.2418, -3.7689], [5.6136, 2.7431, -4.7187], [4.2653, 1.6312, -2.3437], [3.6946, 1.6809, -4.0887], [3.0967, 4.2214, -2.2536], [2.1874, 3.6203, -3.7851], [1.0258, 3.0416, -1.3661], [2.4804, 1.8827, -1.1845], [0.2731, 2.1001, -3.5194], [1.6990, 0.9753, -3.6733], [-2.0072, 0.3643, -3.0229], [-1.4576, 1.9399, -2.2777], [-1.7546, 1.1023, 0.0602], [-2.2637, -0.6367, -0.5328], [-3.5922, 2.1962, -1.2533], [-4.2431, 0.5946, -1.8722], [-5.4697, 1.7115, 0.2931], [-4.8122, -0.0573, 0.5616], [-4.0167, -0.3757, 2.5073], [0.3593, 0.7561, 0.1058], [1.8085, -0.0628, -0.6345], [1.4751, -2.9296, -4.6399], [1.2137, -4.1164, -3.2762], [4.1250, -3.1082, -3.1477], [3.6276, -3.6553, -4.8566], [2.6782, -5.8592, -3.6541], [4.5105, -5.6096, -3.8830], [3.9988, -6.5286, -1.5287], [3.0373, -4.9132, -1.1737], [0.4456, -0.6956, -4.1228], [-0.7755, -2.2159, -5.0318], [-1.2473, -3.6292, -3.9704], [-3.0855, -1.1695, -4.7840], [-3.2242, -2.9534, -5.2198], [-4.9059, -2.6163, -3.4823], [-3.6142, -1.8250, -2.3073], [-4.4004, -4.5819, -2.0390], [-3.0831, -4.7147, -3.3482], [-2.7128, -3.9235, -1.6963], [-6.1133, 1.8288, -8.1694], [-5.0415, 1.2162, -7.4106], [-5.1093, 1.2308, -5.9621], [-3.9708, 0.6263, -8.0136], [-3.0418, 0.0967, -7.4337], [-6.1822, 2.8859, -7.9003], [-7.0543, 1.3291, -7.9256], [-5.9313, 1.7442, -9.2416], [-4.2330, 1.7513, -5.5674], [-5.1009, 0.2021, -5.5925], [-6.0168, 1.7336, -5.6267], [-4.0163, 0.6695, -9.1135], [-1.0418, -0.8709, 5.4080], [-0.2894, -0.8636, 6.6470], [0.1207, -2.1281, 7.2297], [0.0454, 0.2930, 7.2826], [0.6739, 0.3691, 8.3230], [-1.9694, -1.4263, 5.5591], [-0.4462, -1.3599, 4.6324], [-1.2801, 0.1432, 5.0888], [-0.3062, -2.2151, 8.2318], [1.2109, -2.1462, 7.3104], [-0.2152, -2.9595, 6.6156], [-0.3135, 1.1934, 6.7573], [-3.4936, 3.1609, 5.0938], [-4.7213, 3.7095, 5.6338], [-4.6455, 4.8195, 6.5663], [-5.9443, 3.2168, 5.2944], [-7.0110, 3.6302, 5.7104], [-2.8737, 2.7969, 5.9174], [-2.9589, 3.9473, 4.5548], [-3.6996, 2.3376, 4.4116], [-5.1098, 4.5267, 7.5099], [-5.1946, 5.6696, 6.1558], [-3.6073, 5.1029, 6.7407], [-5.8884, 2.3771, 4.5818], [12.3002, -0.8247, -5.1291], [11.0247, -0.1408, -5.0625], [10.8861, 1.1515, -5.7059], [9.9499, -0.6720, -4.4147], [8.8556, -0.1483, -4.3235], [13.0668, -0.1962, -4.6687], [12.5560, -1.0020, -6.1770], [12.2595, -1.7805, -4.6047], [10.6035, 1.8959, -4.9576], [10.0954, 1.0944, -6.4580], [11.8230, 1.4452, -6.1801], [10.1603, -1.6539, -3.9613], [-7.5135, 5.8069, 11.7268], [-6.4054, 5.8625, 10.7955], [-5.2428, 5.0297, 11.0366], [-6.4194, 6.6724, 9.6990], [-5.5234, 6.7639, 8.8822], [-7.1600, 6.0959, 12.7201], [-7.9001, 4.7850, 11.7612], [-8.3146, 6.4819, 11.4223], [-4.3605, 5.6664, 11.1373], [-5.0967, 4.3624, 10.1838], [-5.3759, 4.4407, 11.9445], [-7.3461, 7.2616, 9.6086], [-3.9866, -6.0100, 3.9296], [-3.2275, -4.8496, 4.3498], [-3.0559, -3.7483, 3.4215], [-2.6685, -4.7582, 5.5889], [-2.0217, -3.8124, 5.9988], [-3.5070, -6.4518, 3.0525], [-5.0018, -5.6979, 3.6710], [-4.0337, -6.7554, 4.7247], [-1.9891, -3.5901, 3.2458], [-3.4762, -2.8400, 3.8618], [-3.5555, -3.9635, 2.4763], [-2.8567, -5.6450, 6.2149]], "forces_ev_per_a": [[-0.2, 0.5, 0.1], [0.9, -0.3, 0.7], [-0.7, -0.2, -0.6], [0.3, -0.6, -1.0], [-0.3, 0.8, -0.7], [-0.2, -1.0, 1.6], [0.0, 0.7, -1.1], [0.8, 0.1, 0.2], [-0.5, 0.3, -0.9], [-0.3, -0.4, 0.6], [-1.2, 1.4, -0.6], [0.8, 1.0, 1.0], [-0.7, 0.1, -1.6], [0.1, -3.3, 0.8], [2.8, 0.6, 2.0], [-3.6, 0.1, -3.1], [1.5, 1.4, 0.0], [1.7, -0.3, -2.3], [0.4, -4.6, 4.5], [-2.9, 1.2, -2.5], [1.2, 3.9, -1.1], [-0.5, 0.6, -0.4], [-2.1, -1.6, 0.1], [0.5, 0.1, -0.9], [0.5, -1.0, -0.2], [1.0, 1.2, -0.4], [-1.1, -1.0, -2.0], [0.4, 4.0, 6.8], [0.0, -3.9, -2.5], [-1.3, 0.1, -4.5], [-0.8, -0.4, 0.5], [0.4, 1.0, 0.9], [1.0, 0.7, -1.8], [-1.0, -1.9, -0.9], [0.1, -0.9, 0.3], [0.3, -0.2, -0.5], [0.7, 0.6, 0.1], [0.4, 0.7, -1.6], [-1.3, 0.6, 0.7], [-0.5, -1.5, -0.1], [-0.6, 1.3, 1.4], [0.8, 1.0, -0.8], [-1.3, -0.4, 1.1], [0.5, -0.7, -1.3], [0.3, -1.7, 0.5], [-0.3, 0.6, 1.6], [-0.4, 1.0, -1.0], [0.6, 0.7, 1.3], [-0.3, -1.4, -1.1], [1.0, -0.3, 1.0], [1.1, -0.7, -0.6], [-1.2, 0.5, -0.9], [0.9, -1.2, 1.0], [-1.0, 0.5, 1.4], [1.0, 0.4, 1.1], [0.4, -1.8, 0.3], [-0.6, -1.3, -1.2], [0.3, 1.4, -0.3], [0.0, -1.7, 0.3], [0.5, 0.4, 1.4], [1.3, -1.3, 0.1], [0.2, 1.6, 0.1], [0.4, 1.6, -0.8], [0.2, -1.5, -1.2], [-1.7, 0.2, -0.2], [0.5, -0.3, 1.7], [0.5, 1.6, 0.0], [-1.2, -0.3, -0.8], [-0.4, 0.1, 1.8], [1.2, 0.5, 0.9], [-1.6, 0.3, 0.8], [0.0, 1.7, 0.1], [1.9, -0.5, -0.2], [-0.5, -0.8, 1.1], [-0.5, 0.0, 1.4], [-0.1, 1.7, -0.2], [0.1, -1.3, 0.7], [0.7, 1.2, 1.1], [1.3, 0.5, 0.7], [-0.7, -0.9, -1.0], [1.0, 0.8, -0.8], [-0.6, 0.7, 1.2], [-1.0, -0.5, -1.3], [0.0, 0.0, 0.3], [0.5, -0.3, -0.5], [0.3, -0.2, 0.0], [-0.3, 0.2, 0.2], [-0.2, 0.1, 0.2], [-0.1, 0.0, -0.1], [-0.1, 0.1, -0.1], [0.1, 0.0, 0.1], [-0.1, -0.1, 0.1], [0.0, 0.1, 0.1], [0.1, 0.0, -0.1], [-0.1, 0.1, 0.0], [0.1, 0.0, 0.3], [0.1, 0.8, 0.2], [0.3, 0.1, 0.2], [-0.1, -0.6, -0.2], [-0.1, -0.1, -0.1], [0.1, 0.0, -0.2], [-0.2, 0.0, -0.1], [0.2, -0.1, 0.1], [0.1, -0.1, 0.0], [-0.1, -0.1, 0.1], [0.0, 0.3, 0.1], [-0.1, 0.0, -0.1], [-0.2, 0.2, 0.2], [-0.6, -0.5, -0.4], [-0.3, -0.1, 0.0], [0.5, 0.3, 0.2], [0.2, 0.0, 0.0], [0.1, -0.1, -0.2], [0.1, -0.2, 0.0], [0.0, 0.2, 0.1], [0.1, 0.2, 0.0], [0.1, 0.0, 0.2], [-0.1, -0.1, -0.1], [0.1, 0.0, 0.0], [-0.1, 0.2, -0.1], [-0.4, -0.5, 0.4], [-0.3, 0.0, 0.1], [0.3, 0.1, -0.3], [0.6, -0.2, -0.5], [0.1, -0.2, -0.1], [0.2, -0.1, 0.1], [-0.1, 0.1, 0.0], [0.0, 0.1, -0.2], [0.1, 0.2, 0.0], [-0.1, -0.1, 0.1], [0.1, 0.0, 0.0], [0.3, -0.1, 0.0], [-0.2, 0.5, -0.5], [0.1, 0.1, -0.3], [0.0, -0.2, 0.3], [0.0, -0.1, 0.2], [-0.2, 0.0, 0.0], [-0.1, 0.1, 0.1], [0.1, 0.0, 0.0], [0.0, -0.2, 0.0], [0.1, 0.0, 0.1], [-0.1, 0.1, -0.1], [-0.1, 0.0, 0.1], [0.1, 0.2, -0.1], [0.2, -0.1, 0.7], [0.2, 0.1, 0.2], [-0.2, -0.1, -0.4], [-0.4, -0.2, -0.3], [-0.2, -0.1, 0.0], [0.0, -0.2, 0.0], [0.1, 0.1, 0.0], [-0.1, 0.1, -0.1], [0.1, 0.0, -0.1], [0.0, -0.1, 0.1], [0.0, -0.1, -0.1]], "smiles": "CCCCCCCC[C@]1(CCCCOC=O)COS(=O)(=O)[C@@](F)(CCCCS(=O)(=O)Cl)[C@H]1OCCCC.CN(C)C=O.CN(C)C=O.CN(C)C=O.CN(C)C=O.CN(C)C=O.CN(C)C=O", "e_tot_ev": -120525.9373, "molar_mass_g_mol": 1031.79, "e_homo_ev": -8.2325, "gap_ev": 7.6}

---

Record 3
{"formula": "C5H13N2", "method": "the ωB97M-V functional and the def2-TZVPD basis", "elements": ["C", "C", "C", "N", "C", "C", "N", "H", "H", "H", "H", "H", "H", "H", "H", "H", "H", "H", "H", "H"], "xyz": [[2.5688, -0.9555, 0.8501], [1.8813, 0.4519, 0.9788], [0.9206, 0.7781, -0.1134], [-2.7307, 0.4234, 0.2995], [-1.6694, 1.2843, -0.0517], [-0.4159, 0.8384, 0.2315], [-0.5100, -1.9585, -1.8127], [2.1116, -1.5107, 0.0343], [3.6334, -0.8828, 0.6448], [2.6477, 1.2351, 1.0141], [1.3948, 0.5172, 1.9497], [1.3555, 0.6742, -1.1029], [-0.5327, -1.0442, -1.4149], [-3.3369, 0.8452, 0.9859], [-3.2806, 0.1584, -0.5057], [-2.0045, 2.1672, -0.6005], [-0.4975, 0.2031, 1.1224], [2.3891, -1.3647, 1.8383], [-0.8876, -2.0048, -2.7426], [-0.8460, -2.6920, -1.2243]], "forces_ev_per_a": [[-0.4, 0.9, -0.2], [0.1, 0.3, -0.1], [0.9, -0.4, 1.0], [0.8, -0.1, 1.0], [-0.7, -0.8, -1.7], [-0.1, 0.1, 0.6], [0.8, -0.1, -0.4], [-0.1, -0.4, 0.3], [0.0, 0.1, 0.1], [0.1, 0.0, -0.4], [-0.2, 0.0, -0.1], [-0.4, 0.6, -0.4], [-0.5, 0.1, 0.1], [-0.4, 0.1, 0.2], [-0.2, 0.2, -0.3], [0.9, 0.2, 0.0], [-0.3, -0.2, 0.1], [0.2, -0.7, -0.3], [-0.1, 0.1, 0.0], [-0.3, -0.1, 0.3]], "de_lowest_kj_mol": 462.04, "e_tot_ev": -8366.0217, "molar_mass_g_mol": 101.17, "e_homo_ev": -13.1410, "charge": 1, "gap_ev": 6.4}

---

Record 4
{"formula": "C28H13Br4CaCl2N6O4Se", "method": "the ωB97M-V functional and the def2-TZVPD basis", "elements": ["Ca", "Cl", "C", "C", "C", "Cl", "C", "O", "C", "C", "O", "C", "H", "H", "H", "Se", "N", "C", "C", "C", "C", "C", "N", "C", "C", "N", "C", "C", "C", "C", "C", "N", "H", "H", "H", "H", "H", "H", "Br", "C", "C", "Br", "C", "Br", "C", "O", "C", "O", "C", "Br", "N", "C", "C", "C", "N", "H", "H", "H", "H"], "xyz": [[0.0190, 0.0758, 0.1348], [-7.1484, -1.3244, 2.4145], [-5.6231, -0.7017, 1.8113], [-5.5213, 0.6537, 1.4796], [-4.3441, 1.1606, 1.0086], [-4.2560, 2.8598, 0.5909], [-3.1628, 0.3687, 0.8265], [-2.0888, 0.8809, 0.3885], [-3.3196, -1.0131, 1.1692], [-2.2545, -2.0031, 1.0456], [-1.1291, -1.8279, 0.6078], [-4.5368, -1.5144, 1.6579], [-6.3764, 1.3060, 1.5979], [-2.5353, -3.0166, 1.3782], [-4.6040, -2.5654, 1.9163], [0.8252, -3.6819, -7.1156], [-0.2049, -2.3343, -6.5462], [0.0780, -2.1503, -5.2950], [-0.5735, -1.1253, -4.4553], [-1.5472, -0.2674, -4.9568], [-2.1050, 0.6665, -4.1143], [-1.6715, 0.7132, -2.7924], [-0.7426, -0.1010, -2.3022], [-0.1995, -1.0117, -3.1252], [0.8558, -1.9055, -2.5415], [1.1530, -1.7078, -1.2559], [2.1030, -2.4470, -0.6986], [2.7854, -3.4415, -1.3956], [2.4732, -3.6546, -2.7187], [1.4898, -2.8680, -3.3124], [1.1036, -3.0157, -4.7268], [1.6312, -3.8850, -5.5315], [-1.8435, -0.3511, -5.9951], [-2.8652, 1.3554, -4.4561], [-2.0857, 1.4222, -2.0831], [2.3380, -2.2086, 0.3320], [3.5537, -4.0145, -0.8953], [2.9785, -4.4078, -3.3101], [3.6088, 0.9600, 6.2887], [3.2095, 0.7761, 4.4440], [4.2032, 0.8291, 3.4977], [6.0166, 1.0886, 3.9865], [3.8605, 0.6838, 2.1323], [5.1799, 0.7252, 0.7575], [2.5557, 0.4939, 1.6986], [2.2269, 0.3425, 0.4386], [1.4990, 0.4365, 2.7023], [0.2725, 0.2469, 2.3000], [1.8690, 0.5778, 4.0361], [0.4471, 0.4819, 5.2923], [-0.7437, 3.2931, -0.2278], [-0.4172, 4.5559, -0.5418], [0.8631, 4.5228, -1.0536], [1.2410, 3.1683, -0.9724], [0.2546, 2.4317, -0.4796], [-1.5883, 2.9005, 0.1764], [-1.1070, 5.3667, -0.3731], [1.4498, 5.3581, -1.3968], [2.1813, 2.6869, -1.1978]], "forces_ev_per_a": [[0.6, 0.3, -0.2], [0.2, 0.1, -0.1], [-0.1, 0.1, 0.0], [-0.2, 0.1, 0.0], [0.0, 0.1, 0.0], [0.0, -0.2, 0.0], [0.3, 0.1, -0.1], [-0.7, 0.1, 0.0], [0.0, -0.4, 0.1], [-0.1, 0.4, -0.1], [-0.5, -0.6, 0.1], [0.0, -0.1, 0.0], [0.0, 0.0, 0.0], [-0.1, 0.0, 0.1], [0.0, 0.0, 0.0], [0.1, 0.0, -0.2], [0.0, -0.2, -0.2], [0.0, 0.3, 0.6], [0.2, -0.4, -0.6], [-0.1, 0.0, -0.1], [0.0, 0.0, 0.0], [0.2, -0.1, 0.3], [-0.1, -0.1, -0.5], [0.4, -0.2, 0.7], [-0.5, 0.5, 0.1], [0.2, -0.2, -0.2], [-0.1, 0.2, 0.0], [0.0, 0.0, 0.0], [0.1, -0.1, 0.0], [0.0, -0.2, -0.7], [-0.1, 0.3, 0.5], [0.0, -0.1, -0.2], [0.0, 0.0, 0.0], [0.0, 0.0, 0.0], [0.0, 0.0, 0.0], [0.0, 0.0, 0.0], [0.0, 0.0, 0.0], [0.0, 0.0, 0.0], [0.0, 0.0, 0.0], [-0.4, -0.1, 0.1], [0.1, 0.0, -0.4], [0.0, 0.0, 0.0], [0.2, 0.0, 0.2], [0.0, 0.0, 0.1], [-0.2, -0.1, -0.6], [0.4, 0.0, 0.8], [-0.4, -0.1, -0.3], [0.8, 0.1, 0.7], [0.2, 0.0, 0.2], [0.1, 0.0, 0.0], [0.1, -0.3, 0.0], [-0.1, 0.0, -0.1], [0.1, 0.0, 0.1], [0.0, 0.0, 0.1], [-0.1, 0.7, -0.2], [0.0, 0.0, 0.0], [0.0, 0.0, 0.0], [0.0, 0.0, 0.0], [0.0, 0.1, 0.0]], "de_lowest_kj_mol": 20.28, "e_tot_ev": -435384.8780, "molar_mass_g_mol": 1007.01, "e_homo_ev": -3.5863, "charge": -1, "gap_ev": 4.4}

---

no.,LUMO level (Ha)
1,-0.0158
2,-0.0215
3,-0.2482
4,0.0301